C9H7IO2S | ωB97M-V/def2-TZVPD

Its calculated total energy is -1193.46689 a.u. The value obtained for the LUMO energy is -0.1 eV. The SMILES is O=C(O)/C(S)=C/c1ccc(I)cc1. For the gap between HOMO and LUMO, the calculation gives 8.26 eV. The total charge is 0. For the HOMO energy, the calculation gives -0.3076 Ha. The value obtained for the energy above the lowest of the compared OMol25 structures with the same formula, charge and spin is 56.3 kJ/mol.

Geometry as XYZ:
```
20
Properties=species:S:1:pos:R:3:lowdin_charge:R:1
H 0.79 1.62 1.20 0.090
C 0.75 -0.21 -1.66 -0.047
C 1.12 2.50 -0.76 -0.103
O -2.20 -2.25 2.94 0.104
C 0.85 1.45 0.17 -0.023
H -2.47 -3.14 3.19 0.133
I 1.54 3.78 -3.59 0.739
O -0.75 -3.37 1.65 0.126
H 0.68 -1.29 -1.97 0.134
C -1.26 -2.37 2.03 -0.622
C 0.27 -1.07 0.51 -0.016
C -0.92 -1.12 1.33 -0.541
H -2.46 0.12 2.46 -0.095
C 0.64 0.10 -0.31 -0.272
S -2.11 0.07 1.16 0.877
C 0.86 0.82 -2.64 -0.128
H 1.41 3.44 -0.42 0.060
H 1.09 -1.77 0.60 0.122
H 0.99 0.58 -3.69 0.092
C 1.19 2.14 -2.20 -0.629
```



C58H45AsN5O3SSeTb | ωB97M-V/def2-TZVPD

Its calculated total energy is -8596.75392 a.u. The expectation value of S² is 12.677. The value obtained for the LUMO energy (spin up / spin down) is -0.3 / -0.3 eV. The spin multiplicity is 7. For the gap between HOMO and LUMO (spin up / spin down), the calculation gives 6.46 / 6.47 eV. The total charge is 0. For the HOMO energy (spin up / spin down), the calculation gives -0.2485 / -0.2489 Ha. The value obtained for the energy above the lowest of the compared OMol25 structures with the same formula, charge and spin is 0.0 kJ/mol.

Geometry as XYZ:
```
115
Properties=species:S:1:pos:R:3:lowdin_charge:R:1
H 6.33 -3.69 0.31 0.104
H -5.72 2.84 -0.86 0.095
N 1.19 -2.48 1.09 -0.053
C -3.68 -2.58 1.28 0.007
C -5.09 0.46 -2.19 -0.161
C -1.45 2.11 -4.41 -0.068
H 4.08 -4.12 -3.56 0.106
C -3.10 0.88 -1.21 -0.643
C 2.94 -4.04 0.18 -0.025
C -6.12 -1.82 -3.39 -0.083
C 2.48 -2.86 0.86 -0.205
H -6.94 1.47 -2.67 0.117
H -3.97 3.28 -0.64 0.050
C 4.30 -4.34 0.06 -0.087
H -2.32 0.29 2.52 0.106
H 2.19 -5.72 -4.06 0.097
H 4.60 -5.28 -0.42 0.108
C -0.06 -4.62 0.75 -0.020
C 3.21 0.44 -3.57 -0.147
H 4.62 5.14 4.37 0.096
C -3.53 4.35 5.24 -0.086
C 2.30 2.63 4.80 -0.019
H 3.63 -1.91 -2.63 0.108
H 4.80 2.87 -0.96 0.088
H -6.54 -2.68 -3.91 0.105
S 2.18 2.25 -0.11 0.504
H -2.43 2.98 2.31 0.061
C -2.46 -3.21 0.93 -0.175
H -0.19 -4.95 -3.65 0.097
C 3.04 -3.82 -3.42 -0.083
H 5.99 2.42 -3.08 0.100
C -3.53 3.91 3.92 -0.092
C -1.30 3.04 4.15 -0.153
N -4.32 1.44 -1.53 -0.065
C -4.72 2.83 -1.31 -0.028
C -0.63 1.57 -3.40 -0.168
H 4.35 2.90 5.47 0.106
C -6.86 -0.64 -3.31 -0.088
H -1.83 3.11 -4.28 0.095
H -0.34 2.18 -2.56 0.046
C 0.05 -3.22 0.99 -0.211
O 0.66 0.05 3.46 -0.169
C 2.58 0.68 -2.36 -0.407
N -1.24 -1.22 1.58 -0.039
C 1.22 3.17 4.11 -0.148
C -4.33 -0.71 -2.25 -0.167
C -2.39 -0.70 2.04 -0.155
As 0.94 -0.36 -1.97 1.269
C 3.52 -1.94 1.30 -0.144
H -4.41 4.88 5.64 0.103
C 2.78 -2.55 -2.88 -0.107
H -0.62 -2.76 -2.68 0.093
H 0.45 4.98 3.25 0.130
H 6.09 0.60 2.53 0.108
N 3.11 -0.72 1.71 -0.030
H 3.62 0.97 2.71 0.101
C -0.10 0.29 -3.52 -0.373
O -0.53 0.64 5.28 0.085
H -2.33 -1.07 -1.58 0.147
C 5.86 -1.34 1.63 0.009
H -1.24 -6.24 -0.01 0.105
C 4.91 -2.26 1.15 -0.155
H -4.52 -0.77 2.20 0.114
H 2.23 1.66 5.29 0.124
H 0.04 -1.50 -4.82 0.098
H -1.40 -0.60 -6.52 0.100
C 3.51 3.35 4.92 -0.079
H 2.61 6.16 3.27 0.103
C 5.29 -3.46 0.49 -0.053
H 2.21 -4.72 -0.25 0.083
C 0.41 -3.04 -2.91 -0.156
H -2.40 1.73 -6.34 0.096
C 4.44 1.05 -3.84 -0.103
C -1.28 -5.22 0.36 -0.093
C 4.03 0.08 2.24 -0.124
C -4.84 -1.90 -2.81 0.003
C 1.45 -2.14 -2.67 -0.388
C -0.37 -0.49 -4.67 -0.102
C 5.39 -0.16 2.21 -0.031
H 0.24 3.07 1.83 0.079
H -4.39 4.11 3.29 0.097
H -4.25 -2.81 -2.81 0.110
C -6.36 0.54 -2.73 -0.004
H 0.84 -5.22 0.83 0.092
C 1.34 4.48 3.64 -0.034
Tb 0.84 -0.06 1.22 1.384
H -3.43 -5.02 0.14 0.109
C -2.42 3.27 3.38 -0.037
C 3.68 4.60 4.34 -0.071
H -7.83 -0.63 -3.80 0.103
C 1.99 -4.71 -3.70 -0.079
H -2.38 4.35 7.08 0.096
C -1.24 -2.52 1.17 -0.156
C 5.03 1.93 -2.92 -0.095
C 4.38 2.19 -1.70 -0.121
C 0.04 0.86 4.22 -0.597
H 2.80 -0.29 -4.29 0.107
H -4.75 3.37 -2.27 0.103
O 0.04 2.19 2.22 -0.233
C -1.33 3.39 5.52 -0.022
C -3.62 -1.31 1.89 -0.039
C -2.47 -4.54 0.42 -0.073
C 0.66 -4.32 -3.41 -0.079
C -2.43 4.04 6.05 -0.067
Se -1.76 1.70 -0.20 0.716
C -1.21 0.03 -5.65 -0.095
N -3.11 -0.41 -1.64 0.138
C -0.02 2.35 3.68 -0.279
H 4.90 0.88 -4.81 0.092
C 2.54 5.17 3.71 -0.065
C 3.08 1.65 -1.43 -0.763
H -4.62 -3.13 1.14 0.121
H -0.49 3.14 6.18 0.127
H 6.93 -1.56 1.59 0.124
C -1.77 1.32 -5.55 -0.075
```



C3H5NO3P | ωB97M-V/def2-TZVPD

Its calculated total energy is -739.16964 a.u. The value obtained for the LUMO energy is 4.0 eV. For the gap between HOMO and LUMO, the calculation gives 7.74 eV. The total charge is -1. For the HOMO energy, the calculation gives -0.1378 Ha. The value obtained for the energy above the lowest of the compared OMol25 structures with the same formula, charge and spin is 188.9 kJ/mol.

Geometry as XYZ:
```
13
Properties=species:S:1:pos:R:3:lowdin_charge:R:1
H -0.40 -2.03 0.65 0.098
O -2.22 0.32 -1.18 0.116
H 1.27 -1.16 0.20 -0.002
H 1.56 0.62 -1.55 -0.173
C 0.07 1.05 0.08 -0.861
C 0.39 -1.16 0.85 -0.180
O -2.40 -1.46 0.24 0.107
P 2.00 1.08 -0.36 0.746
C -2.14 -0.51 -0.34 -0.563
O -0.49 2.11 -0.17 -0.110
H 0.68 -1.30 1.87 0.046
H 2.05 2.40 -0.94 -0.137
N -0.40 0.04 0.66 -0.086
```



C31H29AgN3O6P2Se | ωB97M-V/def2-TZVPD

Its calculated total energy is -5045.55754 a.u. The value obtained for the LUMO energy is 2.5 eV. For the gap between HOMO and LUMO, the calculation gives 7.63 eV. The total charge is -1. For the HOMO energy, the calculation gives -0.1889 Ha. The value obtained for the energy above the lowest of the compared OMol25 structures with the same formula, charge and spin is 0.0 kJ/mol.

Geometry as XYZ:
```
73
Properties=species:S:1:pos:R:3:lowdin_charge:R:1
C -0.41 4.03 -3.67 -0.092
H 0.47 5.96 -3.29 0.093
H 5.58 -3.13 -2.40 0.094
H 1.64 -4.65 -3.07 0.100
C -3.51 1.38 -1.52 -0.091
C 1.28 0.73 4.19 -0.144
C -4.86 0.31 -3.19 -0.104
H -1.25 2.07 -3.76 0.102
H 4.28 4.11 -2.25 0.098
C 0.14 3.47 -1.01 -0.130
H 3.07 2.52 -0.81 0.088
Se -0.66 -1.98 1.05 0.718
H -3.40 2.13 -0.74 0.107
H 0.68 -2.56 -2.14 0.098
H 0.96 5.45 -0.92 0.098
H 4.09 -4.94 -3.20 0.092
H 2.54 1.76 2.77 0.118
C -2.58 -0.39 -2.85 -0.092
C -2.43 0.57 -1.85 -0.371
C 4.08 -1.76 4.01 -0.239
N 0.59 2.39 2.58 -0.029
C 2.59 -1.65 -1.82 -0.371
P -0.84 0.82 -0.99 0.917
H 4.62 -1.03 -1.53 0.105
C 1.53 1.60 3.12 -0.170
C 0.03 0.74 4.77 -0.005
O 0.93 -1.73 0.58 -0.623
H -0.62 4.24 -4.71 0.096
C 3.97 -1.83 -1.87 -0.107
H 2.63 -0.16 -4.11 0.108
H 4.10 -2.54 3.25 0.133
H 3.83 1.43 -5.56 0.097
H -1.40 2.95 2.64 0.109
O 5.36 -1.14 3.98 -0.043
C -0.65 2.32 3.12 -0.160
O 2.50 -0.42 5.88 0.061
C 3.92 3.18 -2.66 -0.094
C 3.66 1.67 -4.52 -0.091
Ag 0.51 0.67 1.18 0.658
H -5.55 1.88 -1.91 0.095
C 4.51 -3.00 -2.36 -0.100
H -1.96 1.57 4.63 0.111
H -3.89 -1.26 -4.30 0.097
N 3.01 -0.85 3.71 0.111
C 2.32 -0.22 4.69 -0.444
C -3.79 -0.51 -3.52 -0.086
H 5.38 -0.50 4.69 0.080
C 3.24 2.28 -1.85 -0.117
C 2.76 1.07 -2.35 -0.359
C 0.48 4.71 -1.54 -0.101
C -0.75 2.80 -3.13 -0.094
C 2.98 0.78 -3.70 -0.097
O -1.01 -3.55 1.21 -0.500
H 0.35 3.26 0.03 0.059
C -0.48 2.49 -1.79 -0.336
H 2.71 -0.75 2.75 0.124
C 1.75 -2.68 -2.24 -0.086
H 0.38 0.22 -2.88 0.050
C 4.14 2.87 -4.00 -0.101
C 0.21 4.99 -2.87 -0.106
C 2.29 -3.85 -2.74 -0.080
H 4.68 3.56 -4.63 0.094
C -4.72 1.25 -2.18 -0.093
C -0.95 1.56 4.23 -0.050
N 0.33 -0.07 -1.91 -0.366
H -5.80 0.21 -3.72 0.093
H -1.75 -1.05 -3.07 0.100
O -1.61 -1.25 -0.11 -0.585
H 3.89 -2.19 4.99 0.124
P 1.90 -0.08 -1.17 0.951
H -0.18 0.08 5.60 0.132
C 3.67 -4.02 -2.81 -0.105
O -0.78 -1.09 2.45 -0.547
```



C5H7NO | ωB97M-V/def2-TZVPD

Its calculated total energy is -324.71847 a.u. The value obtained for the LUMO energy is 0.9 eV. The SMILES is C[C@H]1C=CNC1=O. For the gap between HOMO and LUMO, the calculation gives 9.60 eV. The total charge is 0. For the HOMO energy, the calculation gives -0.3191 Ha. The value obtained for the energy above the lowest of the compared OMol25 structures with the same formula, charge and spin is 15.7 kJ/mol.

Geometry as XYZ:
```
14
Properties=species:S:1:pos:R:3:lowdin_charge:R:1
C 0.28 -1.13 -0.39 -0.440
H 2.75 0.81 0.60 0.115
C -0.44 0.22 -0.31 -0.279
C 1.76 0.46 0.33 -0.107
H -1.95 -0.06 1.26 0.084
H 2.31 -1.58 -0.13 0.149
N 1.61 -0.85 -0.18 0.091
H 0.44 2.13 0.66 0.103
H -2.39 -0.66 -0.35 0.081
C 0.60 1.10 0.34 -0.056
O -0.20 -2.22 -0.63 0.074
C -1.88 0.15 0.19 -0.052
H -0.49 0.54 -1.36 0.160
H -2.40 1.08 -0.02 0.077
```



C4H5NO | ωB97M-V/def2-TZVPD

Its calculated total energy is -285.26541 a.u. The value obtained for the LUMO energy is 0.6 eV. For the gap between HOMO and LUMO, the calculation gives 10.09 eV. The total charge is 0. For the HOMO energy, the calculation gives -0.3475 Ha. The value obtained for the energy above the lowest of the compared OMol25 structures with the same formula, charge and spin is 391.6 kJ/mol.

Geometry as XYZ:
```
11
Properties=species:S:1:pos:R:3:lowdin_charge:R:1
C 0.90 0.55 0.20 -0.048
C 0.40 -0.43 -0.87 -0.370
C -1.55 -0.12 0.63 -0.214
H 0.49 1.56 0.27 0.107
O -1.88 1.04 0.63 0.075
H 1.87 0.41 0.68 0.107
H 1.25 0.31 -1.69 0.082
H 0.20 -1.42 1.01 0.146
N 0.69 -0.52 -2.10 0.179
H -2.27 -0.94 0.75 0.127
C -0.14 -0.57 0.44 -0.190
```



C3H12N2O | ωB97M-V/def2-TZVPD

Its calculated total energy is -306.08847 a.u. The expectation value of S² is 0.750. The value obtained for the LUMO energy (spin up / spin down) is 3.9 / 4.0 eV. The spin multiplicity is 2. For the gap between HOMO and LUMO (spin up / spin down), the calculation gives 2.76 / 10.12 eV. The total charge is -1. For the HOMO energy (spin up / spin down), the calculation gives 0.0433 / -0.2245 Ha. The value obtained for the energy above the lowest of the compared OMol25 structures with the same formula, charge and spin is 284.3 kJ/mol.

Geometry as XYZ:
```
18
Properties=species:S:1:pos:R:3:lowdin_charge:R:1
H -3.17 1.74 -0.94 0.012
H 2.08 -1.05 0.68 0.054
H 2.17 1.27 0.42 0.026
O -3.03 1.63 0.01 -0.122
H -0.87 0.04 1.12 0.075
H 0.15 0.73 -0.93 0.100
H -0.14 -1.55 0.96 0.022
H -1.47 -1.67 -1.20 0.020
H 0.87 -0.84 -1.26 0.085
H -2.49 -1.35 -0.02 0.021
N -1.69 -0.95 -0.52 -0.063
H 1.47 0.31 1.51 0.072
N 2.86 0.88 -0.33 -0.038
C 0.62 -0.13 -0.47 -0.285
H 3.82 0.74 -0.01 -0.006
C 1.76 -0.01 0.51 -0.439
H -2.41 0.89 0.08 -0.027
C -0.53 -0.69 0.38 -0.507
```



C15H28N9O4Tm | ωB97M-V/def2-TZVPD

Its calculated total energy is -2466.98319 a.u. The expectation value of S² is 2.002. The value obtained for the LUMO energy (spin up / spin down) is -5.2 / -5.2 eV. The spin multiplicity is 3. For the gap between HOMO and LUMO (spin up / spin down), the calculation gives 9.69 / 9.68 eV. The total charge is +2. For the HOMO energy (spin up / spin down), the calculation gives -0.5469 / -0.5469 Ha.

Geometry as XYZ:
```
57
Properties=species:S:1:pos:R:3:lowdin_charge:R:1
H -3.14 1.67 -1.08 0.101
C -1.23 2.70 -0.99 -0.176
Tm -0.01 0.13 0.60 1.523
C 0.83 -2.61 2.19 -0.400
H 3.19 -3.78 2.66 0.100
O 3.15 1.10 7.96 0.130
O 1.74 0.47 1.92 -0.081
O 2.98 -0.53 6.56 0.063
C 1.12 1.48 2.36 -0.581
C 1.73 -2.63 -0.18 -0.471
H -3.16 0.88 1.06 0.104
H 0.34 0.44 -2.94 0.120
H -3.11 3.09 -0.06 0.134
H 1.17 -2.28 5.23 0.095
C -2.53 2.21 -0.36 -0.202
H 1.65 -4.14 1.15 0.138
C 2.42 -4.07 3.37 -0.010
C 0.90 3.53 5.52 -0.020
H 2.40 0.18 4.32 0.127
H -0.72 3.34 -0.27 0.118
H 0.61 2.07 -1.46 0.131
N -0.28 1.61 -1.34 -0.155
H 2.78 -3.16 -1.85 0.128
C -1.67 -0.14 -2.48 -0.210
H 2.12 -5.12 3.21 0.108
N -2.28 1.32 0.81 -0.037
C 1.29 1.93 3.76 -0.119
N -0.07 -1.66 2.12 0.030
N 2.78 0.62 6.92 -0.344
N -1.44 -1.00 -1.30 -0.036
H -0.88 1.64 -3.38 0.134
C 1.96 1.10 4.65 0.067
N 1.42 -1.42 -0.53 0.024
H -2.65 0.33 -2.38 0.103
O 0.26 2.05 1.60 -0.124
H 2.67 -4.41 -0.69 0.126
C 2.08 1.50 5.97 -0.115
H 1.86 -1.19 -1.41 0.081
N 1.27 -3.17 3.31 -0.119
H 2.86 -4.00 4.36 0.108
H 0.24 3.79 3.49 0.127
H 1.70 3.00 7.45 0.135
N 1.35 -3.19 1.02 0.163
N 2.43 -3.47 -0.97 0.197
H -1.70 -0.72 -3.40 0.130
H -2.33 -1.42 -1.02 0.100
C 1.57 2.71 6.42 0.040
H -0.87 -1.79 -1.59 0.075
H 0.54 -3.93 5.11 0.111
C 0.61 -2.97 4.60 0.001
H -0.33 -1.38 3.05 0.058
C -0.58 0.92 -2.61 -0.181
H -1.48 3.29 -1.87 0.137
H 0.49 4.47 5.85 0.124
H -0.41 -2.60 4.48 0.093
C 0.76 3.14 4.19 0.013
H -2.05 1.93 1.60 0.085
```